No. 1
Entry from OMol25: 8 unconnected molecules or ions with the total composition C13H36Cl6O5 at a distorted geometry (ωB97M-V/def2-TZVPD).

Summary:
**Max |F|**: 2.91 eV/A
**LUMO**: 0.5 eV
**ΔE to the lowest compared entry with this formula, charge and spin**: 7.5 kcal/mol
**Energy**: -99434.7292 eV
**SMILES**: ClCCl.ClCCl.ClCCl.CCO.CCO.CCO.CCO.CCO
**Total charge**: 0

Each line ends with the Löwdin charge.
Geometry (Å):
Cl: 4.7897 -2.8717 -0.6347  0.551
C: 3.3397 -1.9821 -0.2502  -1.008
Cl: 3.7810 -0.3744 0.5097  0.456
H: 2.6888 -1.8499 -1.1013  -0.075
H: 2.7581 -2.6139 0.4948  0.047
Cl: -0.5323 -4.6636 -2.8924  0.541
C: -0.7091 -3.1882 -1.9845  -1.035
Cl: 0.5642 -2.0406 -2.3936  0.582
H: -1.6615 -2.7454 -2.2553  -0.013
H: -0.6692 -3.2596 -0.8804  0.022
Cl: -0.5410 -2.2105 2.1025  0.511
C: -1.0602 -0.5030 1.9656  -0.986
Cl: -0.4537 0.5137 3.2825  0.576
H: -0.6422 -0.1605 1.0116  0.015
H: -2.1133 -0.3480 1.9814  0.022
C: -3.8683 -1.6795 -3.7419  -0.090
C: -3.9038 -0.4012 -2.9260  -0.303
O: -3.0603 -0.4892 -1.7644  -0.083
H: -4.6366 -1.5962 -4.5264  0.086
H: -4.2723 -2.4674 -3.1884  0.049
H: -2.8591 -1.9283 -4.0964  0.080
H: -4.9584 -0.1874 -2.6436  0.117
H: -3.5802 0.3811 -3.5864  0.098
H: -2.9703 0.3460 -1.3125  0.037
C: 2.5832 0.3441 5.5975  -0.100
C: 3.1286 -0.8967 4.8659  -0.297
O: 2.9129 -2.1042 5.6138  -0.055
H: 2.9570 1.1759 5.0917  0.040
H: 3.0070 0.3383 6.5937  0.065
H: 1.4214 0.3671 5.6901  0.082
H: 4.2164 -0.7701 4.8726  0.113
H: 2.7472 -0.8827 3.8671  0.080
H: 2.0975 -2.4409 5.3602  0.035
C: 3.8236 -2.3103 -4.3313  -0.099
C: 4.5111 -1.0898 -3.8078  -0.387
O: 3.6338 -0.3667 -3.0431  -0.099
H: 4.5907 -3.0931 -4.6509  0.101
H: 3.0742 -2.0964 -5.1019  0.077
H: 3.3483 -2.8597 -3.5001  0.046
H: 4.9119 -0.4318 -4.5927  0.116
H: 5.3412 -1.4199 -3.2237  0.079
H: 4.0693 0.2394 -2.4379  0.074
C: -4.0982 4.6833 2.3498  -0.105
C: -3.4610 3.5557 3.0701  -0.292
O: -2.2673 3.2662 2.2654  -0.137
H: -5.1029 4.9337 2.6982  0.085
H: -3.9908 4.4235 1.2594  0.103
H: -3.5746 5.5577 2.5252  0.046
H: -4.1199 2.6324 3.1352  0.125
H: -3.1990 3.8594 4.1659  0.140
H: -1.7478 2.5989 2.7387  0.008
C: 0.1263 1.9228 -1.4038  -0.076
C: -1.2163 2.3810 -0.8675  -0.264
O: -1.7098 1.4620 0.1306  -0.125
H: 0.1671 0.9289 -1.8015  0.032
H: 0.9707 1.9282 -0.7602  0.055
H: 0.5152 2.5516 -2.2556  0.099
H: -1.9976 2.5242 -1.6052  0.105
H: -1.0501 3.3808 -0.4864  0.109
H: -2.0493 2.0274 0.8086  0.023

No. 2
Entry from OMol25: 3 unconnected molecules or ions with the total composition C5H15NO4 at a distorted geometry (ωB97M-V/def2-TZVPD).

Summary:
**Max |F|**: 11.55 eV/A
**LUMO (spin up / spin down)**: 2.7 / -1.3 eV
**ΔE to the lowest compared entry with this formula, charge and spin**: 18.7 kcal/mol
**Energy**: -15102.8518 eV
**Total charge**: -1
**2S+1**: 2

Each line ends with the Löwdin spin population.
Geometry (Å):
C: -0.7004 0.4591 1.0679  0.002
C: 0.1818 0.4759 -0.2225  0.004
C: 0.5078 -1.0185 -0.6541  0.001
C: 1.3056 -1.8161 0.3324  0.000
O: 2.4187 -2.4492 -0.1621  0.001
N: -0.4129 1.2172 -1.4110  0.021
C: -0.6791 2.7141 -1.1520  0.019
O: -2.0199 2.9789 -1.1997  0.156
H: -1.7773 0.2938 0.8642  0.000
H: -0.5119 -0.1492 1.8889  0.000
H: -0.8283 1.3959 1.4742  0.000
H: 1.1187 0.9739 0.0216  0.001
H: 0.6896 -1.0480 -1.7093  0.000
H: -0.6189 -1.4479 -0.7379  0.000
H: 0.6163 -2.6158 0.6887  0.000
H: 1.7137 -1.3082 1.2263  0.000
H: -1.2690 0.7356 -1.7410  0.000
H: -0.2162 3.0849 -0.4309  0.001
H: -0.4483 3.1063 -2.1542  0.019
H: 4.0990 -3.5538 1.2621  0.000
H: 2.7880 -3.2430 0.4927  0.000
O: 3.4052 -4.1356 1.5237  0.001
H: -3.3811 0.9609 0.6625  0.019
H: -2.5290 2.5445 -0.3672  0.010
O: -3.4524 1.8443 0.4369  0.748

No. 3
Entry from OMol25: 3 unconnected molecules or ions with the total composition C22H29N2O6 at a distorted geometry (ωB97M-V/def2-TZVPD).

Summary:
**Max |F|**: 2.00 eV/A
**LUMO**: 0.3 eV
**ΔE to the lowest compared entry with this formula, charge and spin**: 0.0 kcal/mol
**Energy**: -38548.7982 eV
**Total charge**: -1

Each line ends with the Löwdin charge.
Geometry (Å):
C: 4.3543 0.7276 -0.0192  -0.122
C: 3.0953 1.4524 -0.5610  -0.222
C: 1.8132 0.8952 0.1538  -0.236
N: 0.9492 0.2455 -0.8330  0.023
C: -0.3601 -0.1660 -0.2712  -0.375
C: -1.4553 0.9045 -0.6070  -0.151
C: -1.0945 2.3247 -0.1328  -0.250
C: -2.3925 3.1458 0.1155  -0.116
C: -0.7042 -1.5307 -0.9549  -0.140
C: -2.0890 -2.0774 -0.5890  -0.284
N: -2.1473 -2.7691 0.7145  0.006
C: -0.3579 -0.4123 1.2726  -0.674
O: -1.2088 0.1769 1.9897  -0.051
O: 0.4816 -1.2377 1.7493  -0.086
H: 5.1464 0.6383 -0.7721  0.057
H: 4.6936 1.2478 0.8848  0.056
H: 4.0985 -0.2983 0.2794  0.069
H: 3.1756 2.5398 -0.4602  0.093
H: 3.0539 1.2118 -1.6316  0.089
H: 2.1997 0.1849 0.8950  0.077
H: 1.3398 1.7501 0.6359  0.102
H: 1.4303 -0.6217 -1.0631  0.102
H: -1.6967 0.9401 -1.6889  0.096
H: -2.3888 0.6383 -0.1044  0.092
H: -0.6047 2.2893 0.8440  0.081
H: -0.4488 2.8737 -0.8285  0.102
H: -2.2048 3.8836 0.9084  0.060
H: -3.1870 2.5037 0.5133  0.064
H: -2.7530 3.6564 -0.7857  0.057
H: -0.7014 -1.3240 -2.0345  0.091
H: 0.1001 -2.2531 -0.7642  0.114
H: -2.8872 -1.3393 -0.6797  0.086
H: -2.3209 -2.8595 -1.3403  0.094
H: -2.3618 -2.0791 1.4276  0.053
H: -1.2277 -3.1516 0.8979  0.055
C: -2.9977 -0.9024 -5.3484  0.030
C: -3.8610 -1.4737 -6.1840  0.012
C: -5.0688 -2.1734 -5.6829  -0.394
O: -5.8551 -2.6959 -6.4472  0.089
C: -5.2781 -2.2107 -4.2165  0.017
C: -4.4157 -1.6398 -3.3785  0.034
C: -3.2068 -0.9391 -3.8791  -0.350
O: -2.4208 -0.4169 -3.1204  0.096
H: -2.1099 -0.3876 -5.6936  0.123
H: -3.7261 -1.4568 -7.2582  0.117
H: -6.1655 -2.7258 -3.8713  0.120
H: -4.5512 -1.6583 -2.3051  0.118
C: 5.0048 1.5058 5.4363  0.010
C: 4.8815 0.3955 6.1571  0.009
C: 3.8913 -0.6513 5.7959  -0.388
O: 3.7836 -1.6618 6.4602  0.093
C: 3.0475 -0.4118 4.6016  0.039
C: 3.1717 0.7004 3.8807  0.036
C: 4.1588 1.7450 4.2391  -0.387
O: 4.2791 2.7599 3.5842  0.094
H: 5.7199 2.2810 5.6829  0.115
H: 5.4892 0.2021 7.0325  0.115
H: 2.3295 -1.1831 4.3487  0.128
H: 2.5606 0.8885 3.0055  0.113

No. 4
Entry from OMol25: a molecular structure, C38H68BrN8OS2Si2Sr at a distorted geometry (ωB97M-V/def2-TZVPD).

Summary:
**Max |F|**: 1.77 eV/A
**LUMO**: -2.2 eV
**ΔE to the lowest compared entry with this formula, charge and spin**: 37.7 kcal/mol
**Energy**: -162786.0110 eV
**Total charge**: +1

Each line ends with the Löwdin charge.
Geometry (Å):
Sr: -1.7668 1.6548 -0.2122  1.394
N: -0.4301 0.4412 -2.0661  -0.121
C: -0.6709 0.7368 -3.4947  -0.254
C: -2.1388 0.5995 -3.8308  -0.261
N: -2.9169 1.6411 -3.1325  -0.010
H: 0.5304 0.6818 -1.8445  -0.008
H: -0.4758 -0.5650 -1.9120  0.040
H: -0.0887 0.0885 -4.1533  0.121
H: -0.3568 1.7667 -3.6801  0.101
H: -2.5024 -0.3768 -3.4987  0.116
H: -2.2492 0.6383 -4.9171  0.117
H: -3.9029 1.5200 -3.3292  0.076
H: -2.6552 2.5485 -3.5047  0.083
C: -1.7756 5.2466 1.4195  -0.066
C: -1.8071 4.0684 2.3575  -0.372
C: -1.9263 4.2547 3.7165  -0.054
C: -1.9600 3.1197 4.5343  -0.065
C: -1.9206 1.8612 3.9865  -0.043
C: -1.8685 1.7081 2.5722  -0.483
N: -1.7535 2.8412 1.8018  -0.078
N: -1.9123 0.5288 1.9010  -0.229
Si: -2.3543 -0.9924 2.5720  0.337
C: -2.5211 -2.1292 1.0917  -0.171
C: -4.0152 -0.9323 3.4302  -0.166
C: -1.0721 -1.6936 3.7502  -0.163
H: -2.7560 5.7301 1.3904  0.087
H: -1.5057 4.9343 0.4096  0.052
H: -1.0505 5.9871 1.7535  0.053
H: -1.9881 5.2526 4.1301  0.115
H: -2.0258 3.2361 5.6109  0.114
H: -1.9315 0.9764 4.6130  0.091
H: -3.3494 -1.8098 0.4449  0.018
H: -2.7310 -3.1592 1.4012  0.041
H: -1.5993 -2.1408 0.4974  -0.003
H: -4.7768 -0.5325 2.7503  0.025
H: -3.9998 -0.2932 4.3178  0.026
H: -4.3363 -1.9309 3.7449  0.038
H: -0.0778 -1.2751 3.5541  0.008
H: -1.0032 -2.7829 3.6562  0.026
H: -1.3305 -1.4736 4.7920  0.032
S: 1.5857 4.8478 1.7830  0.656
C: 2.0754 3.3076 2.1242  -1.137
N: 1.6708 2.5810 3.1732  -0.044
C: 1.9582 1.1509 3.1528  -0.223
C: 3.2449 1.0105 2.3499  -0.439
S: 3.1861 2.3675 1.1413  0.932
H: 0.9205 2.9529 3.7406  0.125
H: 1.1409 0.6060 2.6680  0.087
H: 2.0787 0.7760 4.1669  0.129
H: 3.2908 0.0642 1.8204  -0.022
H: 4.1327 1.1351 2.9667  0.089
N: 0.8353 3.1958 -1.1718  0.056
C: 1.3169 3.8156 -2.3532  -0.323
C: 1.9445 3.0566 -3.3366  -0.064
C: 2.3769 3.6537 -4.5119  -0.082
C: 2.1897 5.0138 -4.7172  -0.092
C: 1.5779 5.7731 -3.7266  -0.078
C: 1.1454 5.1809 -2.5495  -0.035
H: 1.4376 2.4291 -0.8948  0.017
H: 0.8093 3.8519 -0.3934  -0.012
H: 2.1159 1.9958 -3.1693  0.106
H: 2.8726 3.0565 -5.2675  0.107
H: 2.5337 5.4814 -5.6307  0.104
H: 1.4483 6.8389 -3.8672  0.108
H: 0.6908 5.7801 -1.7667  0.111
N: -7.2517 -0.5484 -0.8652  0.180
C: -7.5764 0.7305 -0.5311  -0.500
O: -8.6668 1.0575 -0.1182  0.091
C: -6.4821 1.7514 -0.6937  -0.111
C: -6.8257 3.0347 -1.0969  0.024
C: -5.8320 3.9882 -1.2287  -0.020
C: -4.5290 3.6289 -0.9299  -0.136
N: -4.1888 2.4054 -0.5169  -0.074
C: -5.1549 1.4878 -0.4041  -0.091
H: -7.9799 -1.2410 -0.8190  0.119
H: -6.4069 -0.7760 -1.3550  0.096
H: -7.8687 3.2627 -1.2842  0.134
H: -6.0611 4.9953 -1.5507  0.118
H: -3.7244 4.3517 -1.0176  0.111
H: -4.8498 0.5123 -0.0305  0.113
C: 0.1648 -4.0258 -1.0302  -0.119
C: 1.6543 -4.1839 -1.3682  -0.623
C: 2.0275 -5.6785 -1.2705  -0.078
C: 1.8258 -3.7416 -2.8301  -0.098
Si: 2.7777 -3.1678 -0.2019  0.522
Br: 1.7161 -1.1285 -0.0143  0.587
C: 2.8262 -3.8134 1.5999  -0.619
C: 3.8732 -4.9379 1.7167  -0.080
C: 1.4565 -4.3626 2.0255  -0.096
C: 3.1813 -2.7113 2.6108  -0.113
C: 4.4801 -2.6982 -0.9473  -0.626
C: 5.3551 -2.0025 0.1071  -0.095
C: 4.3685 -1.7290 -2.1361  -0.112
C: 5.2081 -3.9720 -1.4222  -0.078
H: -0.4211 -4.6181 -1.7430  0.094
H: -0.1545 -2.9857 -1.1180  0.023
H: -0.0900 -4.3717 -0.0289  0.061
H: 1.4137 -6.2504 -1.9763  0.094
H: 1.8435 -6.0882 -0.2763  0.065
H: 3.0731 -5.8648 -1.5249  0.073
H: 1.1318 -4.3157 -3.4544  0.092
H: 2.8301 -3.9293 -3.2096  0.065
H: 1.5985 -2.6787 -2.9633  0.072
H: 3.7025 -5.7479 1.0033  0.073
H: 3.8277 -5.3715 2.7221  0.094
H: 4.8889 -4.5668 1.5699  0.067
H: 1.1545 -5.2381 1.4503  0.066
H: 0.6735 -3.6036 1.9440  0.061
H: 1.5128 -4.6682 3.0768  0.097
H: 4.1240 -2.2117 2.3895  0.060
H: 3.2740 -3.1655 3.6046  0.097
H: 2.3931 -1.9572 2.6651  0.038
H: 4.8802 -1.0941 0.4910  0.063
H: 6.3023 -1.7068 -0.3569  0.094
H: 5.5962 -2.6528 0.9493  0.067
H: 3.8357 -0.8141 -1.8686  0.041
H: 3.8778 -2.1691 -3.0019  0.059
H: 5.3808 -1.4427 -2.4439  0.092
H: 5.3735 -4.6839 -0.6098  0.072
H: 6.1908 -3.7019 -1.8262  0.095
H: 4.6627 -4.4873 -2.2155  0.065